{
  "formula": "C44H58N4O6P2STi",
  "method": "ωB97M-V/def2-TZVPD",
  "gap_ev": 8.26,
  "e_tot_ev": -117349.6913,
  "elements": ["Ti", "C", "C", "C", "C", "C", "C", "C", "C", "C", "C", "H", "H", "H", "H", "H", "H", "H", "H", "H", "H", "H", "H", "H", "H", "O", "C", "O", "C", "C", "C", "C", "C", "C", "P", "C", "C", "C", "C", "C", "C", "C", "C", "C", "C", "C", "C", "H", "H", "H", "H", "H", "H", "H", "H", "H", "H", "H", "H", "H", "H", "O", "S", "O", "O", "O", "N", "P", "N", "C", "C", "C", "C", "C", "N", "C", "C", "C", "C", "C", "N", "C", "C", "C", "C", "C", "H", "H", "H", "H", "H", "H", "H", "H", "H", "H", "H", "H", "H", "H", "H", "H", "H", "H", "H", "H", "H", "H", "H", "H", "H", "H", "H", "H", "H", "H"],
  "xyz": [[-0.495, -1.094, 0.714], [2.708, -2.918, 5.583], [1.474, -2.745, 4.691], [1.390, -3.862, 3.656], [1.460, -1.353, 4.095], [1.956, -1.066, 2.824], [1.932, 0.232, 2.317], [1.397, 1.282, 3.061], [1.300, 2.675, 2.500], [0.963, 1.000, 4.349], [0.988, -0.291, 4.852], [2.699, -3.898, 6.064], [2.751, -2.152, 6.359], [3.619, -2.842, 4.984], [0.583, -2.817, 5.324], [2.286, -3.899, 3.031], [0.521, -3.739, 3.013], [1.308, -4.825, 4.163], [2.377, -1.863, 2.222], [2.355, 0.424, 1.339], [0.584, 2.702, 1.674], [2.262, 3.023, 2.118], [0.956, 3.377, 3.260], [0.584, 1.807, 4.961], [0.617, -0.481, 5.855], [-2.287, -3.165, 3.025], [-2.354, -2.016, 2.647], [-1.302, -1.231, 2.519], [-3.704, -1.397, 2.340], [-4.818, -2.102, 2.787], [-6.094, -1.595, 2.621], [-6.270, -0.360, 2.012], [-5.171, 0.343, 1.551], [-3.881, -0.171, 1.683], [-2.452, 0.811, 1.097], [-2.501, 2.087, 2.420], [-2.403, 1.614, 3.730], [-2.540, 2.476, 4.806], [-2.755, 3.831, 4.595], [-2.852, 4.310, 3.299], [-2.739, 3.444, 2.218], [-2.994, 1.682, -0.412], [-2.247, 2.792, -0.817], [-2.611, 3.522, -1.937], [-3.686, 3.114, -2.714], [-4.373, 1.958, -2.376], [-4.034, 1.247, -1.232], [-4.647, -3.053, 3.273], [-6.949, -2.155, 2.979], [-7.262, 0.058, 1.899], [-5.317, 1.312, 1.089], [-2.222, 0.563, 3.910], [-2.470, 2.086, 5.814], [-2.858, 4.505, 5.435], [-3.040, 5.361, 3.120], [-2.872, 3.841, 1.223], [-1.378, 3.093, -0.243], [-2.039, 4.399, -2.216], [-3.970, 3.680, -3.592], [-5.192, 1.612, -2.994], [-4.596, 0.360, -0.971], [2.426, -4.241, -1.133], [-0.934, -3.499, -0.176], [-0.452, -3.784, -1.521], [0.275, -2.806, 0.605], [-1.756, -2.104, -0.242], [0.404, 0.002, -0.405], [1.046, -0.087, -1.845], [2.092, 1.183, -2.019], [2.010, 2.388, -1.194], [3.343, 3.143, -1.239], [4.494, 2.150, -1.363], [4.425, 1.436, -2.722], [2.965, 1.298, -3.177], [0.014, -0.021, -3.142], [-1.084, -1.002, -3.219], [-1.794, -0.883, -4.577], [-0.853, -0.311, -5.632], [-0.450, 1.119, -5.246], [-0.387, 1.258, -3.719], [1.895, -1.484, -2.108], [2.063, -2.137, -3.415], [3.537, -2.406, -3.691], [4.122, -3.369, -2.653], [3.421, -3.252, -1.288], [2.880, -1.843, -1.074], [1.788, 2.076, -0.176], [1.190, 3.045, -1.517], [3.436, 3.754, -0.340], [3.364, 3.831, -2.089], [4.413, 1.417, -0.555], [5.457, 2.649, -1.242], [4.890, 0.451, -2.646], [4.984, 1.995, -3.477], [2.833, 0.428, -3.819], [2.669, 2.169, -3.775], [-1.799, -0.830, -2.408], [-0.679, -2.001, -3.071], [-2.664, -0.225, -4.485], [-2.171, -1.862, -4.873], [-1.319, -0.323, -6.618], [0.036, -0.942, -5.698], [-1.178, 1.836, -5.636], [0.517, 1.370, -5.689], [-1.366, 1.536, -3.324], [0.311, 2.041, -3.426], [1.635, -1.496, -4.182], [1.504, -3.079, -3.430], [4.077, -1.454, -3.666], [3.652, -2.806, -4.699], [5.194, -3.191, -2.541], [3.999, -4.403, -2.976], [4.154, -3.438, -0.499], [1.549, -3.900, -1.363], [3.728, -1.143, -1.081], [2.401, -1.787, -0.096]]
}

---

{
  "formula": "C35H42BrCsN4OSSi3",
  "method": "ωB97M-V/def2-TZVPD",
  "gap_ev": 5.61,
  "e_tot_ev": -150049.1487,
  "total_charge": -2,
  "elements": ["Cs", "Br", "C", "C", "C", "C", "O", "C", "C", "N", "C", "C", "C", "C", "C", "C", "C", "C", "N", "C", "C", "H", "H", "H", "H", "H", "H", "H", "H", "H", "H", "C", "Si", "C", "C", "C", "Si", "C", "C", "C", "Si", "C", "C", "C", "C", "C", "C", "C", "N", "H", "H", "H", "H", "H", "H", "H", "H", "H", "H", "H", "H", "H", "H", "H", "H", "H", "H", "H", "H", "H", "H", "H", "H", "H", "H", "H", "H", "S", "C", "C", "C", "C", "C", "N", "H", "H", "H", "H"],
  "xyz": [[0.255, 0.453, -1.330], [6.448, 5.927, 0.555], [5.041, 4.836, -0.142], [4.038, 5.421, -0.927], [3.024, 4.649, -1.422], [2.920, 3.231, -1.173], [1.941, 2.567, -1.589], [4.002, 2.661, -0.396], [4.153, 1.256, -0.075], [3.539, 0.232, -0.545], [4.049, -1.008, -0.150], [5.398, -1.288, -0.132], [5.881, -2.552, 0.267], [5.026, -3.547, 0.641], [3.628, -3.318, 0.603], [2.673, -4.301, 0.956], [1.344, -4.025, 0.851], [0.956, -2.749, 0.380], [1.810, -1.809, 0.087], [3.136, -2.061, 0.192], [5.010, 3.492, 0.121], [4.067, 6.485, -1.130], [2.232, 5.094, -2.013], [4.934, 1.083, 0.681], [6.095, -0.523, -0.451], [6.951, -2.727, 0.271], [5.395, -4.517, 0.954], [3.019, -5.269, 1.302], [0.587, -4.751, 1.117], [-0.090, -2.506, 0.224], [5.787, 3.047, 0.734], [-1.387, -3.002, 3.302], [-0.538, -1.550, 4.189], [-1.048, -1.806, 6.014], [1.298, -2.030, 4.183], [-0.880, 0.097, 3.552], [0.397, 1.371, 3.700], [0.980, 1.696, 5.488], [1.981, 1.013, 2.715], [-0.141, 3.075, 3.063], [-2.563, 0.677, 3.373], [-3.908, -0.653, 3.239], [-3.178, 1.714, 4.858], [-2.960, 1.782, 1.837], [-3.938, 2.781, 1.936], [-4.320, 3.510, 0.823], [-3.722, 3.226, -0.395], [-2.754, 2.233, -0.415], [-2.373, 1.536, 0.649], [-0.991, -3.954, 3.675], [-1.215, -2.962, 2.225], [-2.467, -3.003, 3.468], [-0.822, -2.819, 6.371], [-2.123, -1.633, 6.138], [-0.527, -1.090, 6.657], [1.412, -3.043, 4.584], [1.899, -1.356, 4.802], [1.716, -2.015, 3.172], [1.357, 0.777, 5.950], [0.148, 2.054, 6.104], [1.780, 2.445, 5.519], [2.599, 0.228, 3.156], [2.601, 1.903, 2.578], [1.650, 0.684, 1.725], [-1.053, 3.465, 3.527], [-0.305, 3.054, 1.982], [0.668, 3.787, 3.263], [-3.910, -1.294, 4.126], [-3.791, -1.287, 2.358], [-4.888, -0.167, 3.171], [-2.982, 1.092, 5.738], [-4.246, 1.960, 4.853], [-2.611, 2.641, 4.990], [-4.395, 2.986, 2.897], [-5.074, 4.286, 0.903], [-3.980, 3.752, -1.304], [-2.286, 1.987, -1.366], [-1.586, -1.263, -3.944], [-2.564, -1.913, -2.661], [-3.768, -2.601, -2.957], [-4.556, -3.101, -1.947], [-4.161, -2.927, -0.618], [-2.975, -2.249, -0.406], [-2.194, -1.762, -1.369], [-4.044, -2.713, -3.997], [-5.478, -3.622, -2.185], [-4.747, -3.289, 0.216], [-2.624, -2.078, 0.609]]
}

---

{
  "formula": "FH3P2S",
  "method": "ωB97M-V/def2-TZVPD",
  "s2": 2.01,
  "gap_ev": [9.96, 7.04],
  "multiplicity": 3,
  "e_tot_ev": -32176.1731,
  "elements": ["F", "P", "P", "S", "H", "H", "H"],
  "xyz": [[-1.870, 2.553, 0.479], [-1.222, -0.068, 1.506], [-1.536, 1.139, -0.322], [-3.315, 0.436, -0.980], [0.090, 0.185, 1.853], [-0.358, -3.337, -0.085], [-0.960, -2.569, 0.062]]
}

---

{
  "formula": "C5H13N2",
  "method": "ωB97M-V/def2-TZVPD",
  "gap_ev": 5.74,
  "e_tot_ev": -8364.6129,
  "total_charge": 1,
  "elements": ["C", "C", "C", "C", "C", "N", "N", "H", "H", "H", "H", "H", "H", "H", "H", "H", "H", "H", "H", "H"],
  "xyz": [[1.963, -0.009, -0.920], [0.989, -0.470, 0.174], [-0.198, 0.522, 0.200], [-0.952, 0.195, -1.046], [-1.727, -0.664, 1.899], [-0.928, 0.468, 1.467], [1.329, 0.949, -1.799], [2.874, 0.481, -0.552], [2.174, -0.974, -1.403], [1.526, -0.405, 1.137], [0.822, -1.519, -0.032], [-1.308, -0.830, -1.065], [-1.644, 0.931, -1.450], [-1.626, -1.490, 1.201], [-1.390, -1.092, 2.856], [-2.780, -0.414, 1.956], [-1.182, 1.347, 1.889], [1.739, 0.818, -2.733], [0.198, 0.589, -1.916], [0.121, 1.568, 0.136]]
}